(one)
Computed, not measured: 2 unconnected molecules or ions with the total composition CH5BrP2, with ωB97M-V/def2-TZVPD.

The geometry in XYZ format:
```
9
CH5BrP2, DFT ωB97M-V/def2-TZVPD
C 2.26 -0.07 0.69
P -1.28 -0.57 -0.43
P -2.70 1.10 -0.28
Br 3.82 0.49 -0.07
H 1.87 0.78 1.31
H 1.84 -1.02 0.30
H -1.42 -1.11 0.87
H -2.19 -1.52 -0.99
H -2.20 1.91 -1.40
```

Frontier orbital gap (spin up / spin down) in eV: 8.76 / 6.64
Charge: 0

---

(two)
Computed, not measured: 2 unconnected molecules or ions with the total composition CH5BrP2, with ωB97M-V/def2-TZVPD.

The geometry in XYZ format:
```
9
CH5BrP2, DFT ωB97M-V/def2-TZVPD
C 2.05 -0.71 -0.57
P -2.52 0.11 0.28
P -0.95 1.47 -0.12
Br 3.49 0.11 0.20
H 1.68 -0.31 -1.50
H 1.45 -1.36 0.03
H -2.17 -0.80 -0.72
H -1.90 -0.64 1.28
H -1.12 2.12 1.11
```

Frontier orbital gap (spin up / spin down) in eV: 7.09 / 8.19
Charge: 0

---

What is the stability order? It is (two), (one), from most stable to least stable.

---

(one)
Computed, not measured: a molecular structure, C2H5NO3S, with ωB97M-V/def2-TZVPD.

The geometry in XYZ format:
```
12
C2H5NO3S, DFT ωB97M-V/def2-TZVPD
C -0.16 -2.06 -0.10
C -0.34 1.26 0.11
N 1.09 -2.10 -0.04
O -2.77 0.31 -0.42
O -0.81 -1.17 -0.98
O -1.37 -0.92 1.33
S -1.53 -0.11 0.09
H -0.83 -2.80 0.26
H 0.29 1.28 -0.67
H -0.92 2.13 0.08
H 0.22 0.92 0.94
H 1.55 -1.35 -0.46
```

Frontier orbital gap in eV: 11.37
Charge: 0

---

(two)
Computed, not measured: a single C2H5NO3S molecule, with ωB97M-V/def2-TZVPD.

The geometry in XYZ format:
```
12
C2H5NO3S, DFT ωB97M-V/def2-TZVPD
C -0.63 -2.24 0.10
C 1.33 1.52 -0.10
N 0.40 0.68 -0.82
O -1.94 -0.19 -0.89
O -1.21 1.12 1.07
O -0.19 -1.24 0.58
S -0.89 0.36 -0.08
H 0.03 -3.03 -0.17
H -1.82 -2.13 -0.08
H 1.58 2.31 -0.69
H 1.01 1.76 1.01
H 2.32 1.08 0.09
```

Frontier orbital gap in eV: 8.42
Charge: 0

---

(three)
Computed, not measured: a molecular structure, C2H5NO3S, with ωB97M-V/def2-TZVPD.

The geometry in XYZ format:
```
12
C2H5NO3S, DFT ωB97M-V/def2-TZVPD
C 1.18 0.08 0.26
C 0.23 1.16 -0.33
N -1.13 -1.08 0.34
O -2.30 1.21 0.64
O 0.51 -0.76 1.03
O -0.87 -1.93 -0.71
S -1.53 0.46 -0.32
H 1.89 -0.43 -0.53
H 2.00 0.53 1.14
H 0.30 2.21 0.13
H 0.39 1.29 -1.41
H -0.66 -2.73 -0.25
```

Frontier orbital gap in eV: 9.53
Charge: 0

---

What is the stability order? It is (one), (two), (three), from most stable to least stable.

---

(one)
Computed, not measured: a single C2H5NO3S molecule, with ωB97M-V/def2-TZVPD.

The geometry in XYZ format:
```
12
C2H5NO3S, DFT ωB97M-V/def2-TZVPD
H 2.29 1.77 -0.29
N 2.90 0.95 -0.56
C 2.35 -0.08 -0.35
O 1.07 -0.34 0.30
S -0.03 0.62 -0.34
C -1.57 -0.25 -0.04
O -0.20 1.74 0.49
O 0.33 0.79 -1.74
H 2.74 -0.93 -0.80
H -1.58 -0.29 0.97
H -2.42 0.29 -0.50
H -1.38 -1.24 -0.42
```

SMILES string: [H]/N=C\OS(C)(=O)=O
Frontier orbital gap in eV: 11.78
Charge: 0

---

(two)
Computed, not measured: a single C2H5NO3S molecule, with ωB97M-V/def2-TZVPD.

The geometry in XYZ format:
```
12
C2H5NO3S, DFT ωB97M-V/def2-TZVPD
C 0.97 0.22 0.87
C -1.54 -1.09 -0.82
N 1.28 1.17 1.68
O 1.20 -0.93 0.75
O -0.51 0.61 -2.59
O 0.17 0.90 -0.11
S 0.02 -0.15 -1.47
H -2.13 -0.45 -0.20
H -1.00 -1.71 -0.03
H -1.87 -1.66 -1.65
H 2.07 1.00 2.21
H 1.34 2.08 1.36
```

Frontier orbital gap in eV: 9.83
Charge: 0

---

What is the stability order? It is (two), (one), from most stable to least stable.

---

(one)
Computed, not measured: a single C22H32N2O4 molecule, with ωB97M-V/def2-TZVPD.

The geometry in XYZ format:
```
60
C22H32N2O4, DFT ωB97M-V/def2-TZVPD
C 0.12 5.05 2.22
C 1.15 5.62 1.25
O 2.20 4.70 0.99
C 1.85 3.59 0.25
C 2.04 2.34 0.83
C 1.72 1.18 0.15
C 1.18 1.25 -1.13
N 0.86 0.05 -1.77
C 0.28 -0.15 -2.98
O -0.05 0.71 -3.77
C 0.05 -1.64 -3.24
N -0.97 -2.18 -2.37
C -2.34 -2.15 -2.84
C -0.60 -2.67 -1.16
O 0.56 -2.57 -0.78
C -1.68 -3.34 -0.33
C -1.11 -3.88 0.98
C -0.70 -2.76 1.96
C -1.50 -3.09 3.23
C -0.93 -4.38 3.84
C -1.39 -5.47 2.86
C -2.15 -4.68 1.79
C -2.82 -3.59 2.63
C 1.00 2.49 -1.73
C 1.35 3.66 -1.06
O 1.14 4.86 -1.71
C 2.32 5.61 -1.97
C 3.20 4.94 -3.02
H 0.61 4.74 3.15
H -0.37 4.19 1.78
H -0.62 5.81 2.45
H 0.66 5.93 0.32
H 1.65 6.49 1.69
H 2.45 2.29 1.83
H 1.88 0.22 0.61
H 1.05 -0.79 -1.23
H 0.98 -2.19 -3.06
H -0.25 -1.78 -4.28
H -2.40 -1.44 -3.66
H -3.02 -1.82 -2.06
H -2.66 -3.13 -3.19
H -2.11 -4.15 -0.92
H -2.47 -2.61 -0.13
H -0.25 -4.51 0.73
H 0.37 -2.75 2.14
H -0.98 -1.78 1.58
H -1.57 -2.27 3.93
H 0.16 -4.33 3.92
H -1.33 -4.54 4.84
H -0.56 -6.03 2.44
H -2.06 -6.18 3.35
H -2.81 -5.29 1.17
H -3.49 -4.00 3.38
H -3.34 -2.84 2.05
H 0.60 2.57 -2.73
H 2.89 5.77 -1.05
H 1.95 6.57 -2.33
H 4.04 5.59 -3.25
H 3.57 3.99 -2.65
H 2.63 4.77 -3.93
```

SMILES string: CCOc1ccc(NC(=O)CN(C)C(=O)C[C@H]2C[C@@H]3CC[C@H]2C3)cc1OCC
Frontier orbital gap in eV: 8.59
Charge: 0

---

(two)
Computed, not measured: a single C22H32N2O4 molecule, with ωB97M-V/def2-TZVPD.

The geometry in XYZ format:
```
60
C22H32N2O4, DFT ωB97M-V/def2-TZVPD
C -2.42 -2.82 -1.09
C -3.39 -2.13 -0.13
C -3.60 -0.65 -0.51
C -4.70 -0.45 -1.56
C -6.10 -0.66 -0.99
C -6.30 0.24 0.23
C -5.21 -0.04 1.25
N -3.90 0.15 0.67
C -3.09 1.12 1.16
O -3.43 1.85 2.08
C -1.74 1.26 0.54
C -1.38 2.45 -0.08
C -0.11 2.60 -0.61
C 0.84 1.59 -0.53
O 2.10 1.70 -1.06
C 2.47 2.91 -1.69
C 0.50 0.39 0.13
O 1.28 -0.72 0.28
C 2.69 -0.63 0.28
C 3.21 0.23 1.45
C 4.63 -0.21 1.84
N 5.30 -0.76 0.68
C 6.07 -0.05 -0.19
C 6.46 1.35 0.24
O 6.45 -0.53 -1.23
C 4.76 -2.03 0.26
C 3.23 -2.06 0.44
C -0.78 0.26 0.65
H -1.45 -2.34 -1.06
H -2.80 -2.77 -2.11
H -2.30 -3.86 -0.82
H -4.34 -2.66 -0.13
H -2.98 -2.17 0.88
H -2.66 -0.27 -0.93
H -4.53 -1.13 -2.39
H -4.63 0.57 -1.94
H -6.85 -0.43 -1.75
H -6.24 -1.70 -0.69
H -7.28 0.07 0.68
H -6.24 1.29 -0.08
H -5.28 0.64 2.10
H -5.29 -1.07 1.61
H -2.10 3.25 -0.15
H 0.13 3.53 -1.09
H 3.50 2.75 -2.02
H 2.43 3.75 -1.00
H 1.84 3.12 -2.56
H 3.05 -0.23 -0.67
H 3.20 1.28 1.15
H 2.53 0.12 2.30
H 4.58 -1.01 2.59
H 5.19 0.61 2.26
H 7.02 1.32 1.17
H 5.58 1.97 0.37
H 7.09 1.77 -0.54
H 5.22 -2.84 0.84
H 5.03 -2.16 -0.79
H 2.77 -2.70 -0.31
H 2.95 -2.43 1.42
H -1.01 -0.67 1.16
```

SMILES string: CC[C@H]1CCCCN1C(=O)c1ccc(OC)c(OC2CCN(C(C)=O)CC2)c1
Frontier orbital gap in eV: 8.98
Charge: 0

---

What is the stability order? It is (one), (two), from most stable to least stable.

---

(one)
Computed, not measured: a single C22H32N2O4 molecule, with ωB97M-V/def2-TZVPD.

The geometry in XYZ format:
```
60
C22H32N2O4, DFT ωB97M-V/def2-TZVPD
C -7.11 -2.04 -1.57
O -7.12 -0.67 -1.24
C -7.03 -0.44 0.15
C -5.71 -0.86 0.80
O -5.71 -1.60 1.77
N -4.57 -0.40 0.24
C -4.46 0.58 -0.81
C -3.90 1.89 -0.25
C -2.55 1.64 0.42
O -1.65 1.26 -0.60
C -0.31 1.27 -0.38
C 0.33 1.72 0.77
C 1.71 1.68 0.86
C 2.48 1.19 -0.19
C 3.98 1.21 -0.12
O 4.61 2.03 -0.77
N 4.58 0.31 0.69
C 3.88 -0.72 1.41
C 4.28 -2.14 0.97
C 4.42 -2.24 -0.56
C 5.85 -2.57 -1.01
C 6.97 -1.74 -0.38
C 6.77 -0.22 -0.42
C 6.03 0.38 0.78
C 1.84 0.76 -1.35
C 0.47 0.80 -1.44
C -2.69 0.54 1.48
C -3.30 -0.71 0.85
H -7.19 -2.09 -2.66
H -7.96 -2.56 -1.11
H -6.18 -2.53 -1.25
H -7.83 -0.98 0.68
H -7.19 0.63 0.29
H -3.76 0.20 -1.57
H -5.43 0.74 -1.29
H -4.59 2.31 0.49
H -3.78 2.61 -1.06
H -2.21 2.58 0.89
H -0.23 2.12 1.60
H 2.19 2.04 1.76
H 4.08 -0.61 2.49
H 2.81 -0.58 1.24
H 3.51 -2.82 1.33
H 5.21 -2.43 1.45
H 3.76 -3.01 -0.95
H 4.12 -1.30 -1.01
H 6.05 -3.63 -0.80
H 5.89 -2.45 -2.10
H 7.88 -1.98 -0.93
H 7.13 -2.05 0.65
H 7.76 0.24 -0.43
H 6.26 0.08 -1.33
H 6.29 1.44 0.84
H 6.33 -0.12 1.71
H 2.43 0.41 -2.18
H -0.03 0.47 -2.34
H -3.34 0.90 2.28
H -1.72 0.29 1.91
H -2.62 -1.10 0.09
H -3.47 -1.48 1.61
```

SMILES string: COCC(=O)N1CCC(Oc2ccc(C(=O)N3CCCCCCC3)cc2)CC1
Frontier orbital gap in eV: 9.24
Charge: 0

---

(two)
Computed, not measured: a single C22H32N2O4 molecule, with ωB97M-V/def2-TZVPD.

The geometry in XYZ format:
```
60
C22H32N2O4, DFT ωB97M-V/def2-TZVPD
C -9.05 -1.67 0.66
O -7.94 -0.83 0.86
C -7.99 0.35 0.08
C -6.78 1.23 0.40
O -5.63 0.89 -0.34
C -4.97 -0.30 0.06
C -3.94 -0.01 1.17
C -2.63 0.48 0.56
N -2.02 -0.57 -0.23
C -0.71 -0.70 -0.55
O -0.31 -1.62 -1.24
C 0.24 0.38 -0.04
C 0.21 1.60 -0.96
C 1.13 2.67 -0.38
C 2.51 2.17 0.02
O 3.42 2.95 0.19
N 2.66 0.84 0.23
C 3.97 0.35 0.60
C 4.78 -0.15 -0.62
C 6.14 -0.58 -0.18
C 6.42 -1.91 0.08
C 7.68 -2.30 0.52
C 8.67 -1.35 0.71
C 8.40 -0.02 0.45
C 7.15 0.37 0.02
C 1.67 -0.17 -0.07
C -2.95 -1.54 -0.81
C -4.26 -0.86 -1.18
H -9.11 -2.01 -0.38
H -9.99 -1.16 0.92
H -8.91 -2.53 1.31
H -8.00 0.10 -0.99
H -8.92 0.90 0.31
H -6.59 1.18 1.48
H -7.01 2.26 0.12
H -5.71 -1.01 0.44
H -3.76 -0.91 1.75
H -4.33 0.76 1.83
H -2.84 1.36 -0.06
H -1.95 0.78 1.36
H -0.01 0.67 0.98
H 0.55 1.31 -1.95
H -0.80 2.00 -1.05
H 0.69 3.09 0.53
H 1.27 3.49 -1.08
H 4.51 1.18 1.06
H 3.86 -0.46 1.32
H 4.85 0.67 -1.33
H 4.25 -0.98 -1.09
H 5.65 -2.66 -0.06
H 7.88 -3.34 0.72
H 9.65 -1.66 1.05
H 9.17 0.72 0.60
H 6.94 1.41 -0.18
H 1.77 -0.97 0.67
H 1.85 -0.61 -1.05
H -2.47 -1.96 -1.70
H -3.13 -2.35 -0.10
H -4.90 -1.56 -1.70
H -4.07 -0.02 -1.85
```

SMILES string: COCCOC1CCN(C(=O)[C@@H]2CCC(=O)N(CCc3ccccc3)C2)CC1
Frontier orbital gap in eV: 9.39
Charge: 0

---

What is the stability order? It is (two), (one), from most stable to least stable.

---

(one)
Computed, not measured: 2 unconnected molecules or ions with the total composition C9H9N3O2, with ωB97M-V/def2-TZVPD.

The geometry in XYZ format:
```
23
C9H9N3O2, DFT ωB97M-V/def2-TZVPD
O -0.31 2.62 0.88
C 0.80 2.78 0.43
C 1.43 1.87 -0.45
C 2.54 2.31 -1.11
N 3.06 3.37 -0.67
C 2.73 4.19 0.37
O 3.60 4.83 1.00
N 1.40 3.99 0.73
H 0.69 0.98 -0.67
H 3.07 1.53 -1.81
H 4.08 3.27 -0.78
H 1.22 4.27 1.74
C -2.20 -5.83 -0.44
C -3.47 -5.54 0.15
C -3.83 -4.16 0.28
N -3.16 -3.17 -0.12
C -1.88 -3.36 -0.47
C -1.42 -4.69 -0.73
H -1.81 -6.80 -0.67
H -4.30 -6.24 0.71
H -4.93 -4.14 0.60
H -1.35 -2.53 -0.73
H -0.40 -4.74 -1.20
```

SMILES string: O=c1cc[nH]c(=O)[nH]1.c1ccncc1
Frontier orbital gap in eV: 9.70
Charge: 0

---

(two)
Computed, not measured: 2 unconnected molecules or ions with the total composition C9H9N3O2, with ωB97M-V/def2-TZVPD.

The geometry in XYZ format:
```
23
C9H9N3O2, DFT ωB97M-V/def2-TZVPD
O 0.92 2.24 -1.23
C 1.47 1.26 -0.72
C 2.58 1.37 0.17
C 3.00 0.23 0.81
N 2.57 -0.97 0.49
C 1.68 -1.23 -0.53
O 1.43 -2.32 -0.94
N 1.09 -0.08 -1.04
H 2.94 2.39 0.45
H 3.69 0.21 1.62
H 3.07 -1.83 0.82
H 0.28 -0.28 -1.67
C -2.93 0.91 0.23
C -2.82 0.20 -0.97
C -2.14 -1.03 -0.96
N -1.30 -1.43 0.04
C -1.30 -0.70 1.16
C -2.15 0.48 1.31
H -3.55 1.74 0.35
H -3.42 0.44 -1.86
H -2.21 -1.61 -1.82
H -0.89 -1.09 2.12
H -1.99 1.11 2.16
```

SMILES string: O=c1cc[nH]c(=O)[nH]1.c1ccncc1
Frontier orbital gap in eV: 9.68
Charge: 0

---

What is the stability order? It is (two), (one), from most stable to least stable.

---

(one)
Computed, not measured: a molecular structure, CH5N3O2, with ωB97M-V/def2-TZVPD.

The geometry in XYZ format:
```
11
CH5N3O2, DFT ωB97M-V/def2-TZVPD
C -1.04 -0.78 0.16
N 0.18 1.11 1.05
N 0.23 -0.11 0.57
N 1.15 -0.11 -0.99
O 1.00 -1.09 -1.61
O 1.72 0.90 -1.21
H -1.84 -0.25 -0.24
H -0.74 -1.60 -0.67
H -1.53 -1.11 1.05
H -0.19 1.87 0.42
H 1.07 1.16 1.49
```

Frontier orbital gap in eV: 10.02
Charge: 0

---

(two)
Computed, not measured: a single CH5N3O2 molecule, with ωB97M-V/def2-TZVPD.

The geometry in XYZ format:
```
11
CH5N3O2, DFT ωB97M-V/def2-TZVPD
N 1.90 0.39 -0.21
C 0.70 0.06 0.00
N -0.09 0.22 1.11
O -1.27 1.06 0.83
N -0.01 -0.41 -1.22
O -0.91 -1.18 -0.72
H 2.19 0.71 0.84
H 0.37 0.94 1.60
H -2.16 0.38 0.74
H 0.82 -0.81 -1.64
H -0.54 -1.90 -0.14
```

SMILES string: N=C(NO)NO
Frontier orbital gap in eV: 10.11
Charge: 0

---

What is the stability order? It is (one), (two), from most stable to least stable.

---

(one)
Computed, not measured: a single C4H3NS molecule, with ωB97M-V/def2-TZVPD.

The geometry in XYZ format:
```
9
C4H3NS, DFT ωB97M-V/def2-TZVPD
C -1.59 -1.05 0.97
C -1.25 -0.96 2.23
C -0.10 -0.06 -0.10
C 1.03 0.73 -0.71
N -0.34 -0.29 1.10
S -1.46 -0.81 -1.09
H 1.96 0.27 -0.43
H 0.85 1.68 -0.29
H 0.89 0.49 -1.69
```

Frontier orbital gap in eV: 8.25
Charge: 0

---

(two)
Computed, not measured: a molecular structure, C4H3NS, with ωB97M-V/def2-TZVPD.

The geometry in XYZ format:
```
9
C4H3NS, DFT ωB97M-V/def2-TZVPD
C 2.19 0.29 0.00
C 2.36 1.59 0.01
C 0.11 -0.20 -0.01
C -1.37 -0.19 0.00
N 0.86 0.83 -0.01
S 1.08 -1.72 0.00
H -1.74 0.82 0.16
H -1.73 -0.84 0.79
H -1.75 -0.57 -0.95
```

Frontier orbital gap in eV: 6.76
Charge: 0

---

What is the stability order? It is (one), (two), from most stable to least stable.

---

(one)
Computed, not measured: a single C4H3NS molecule, with ωB97M-V/def2-TZVPD.

The geometry in XYZ format:
```
9
C4H3NS, DFT ωB97M-V/def2-TZVPD
C 3.35 -0.86 -0.01
C 2.39 -0.06 -0.04
C 1.30 0.96 -0.02
N 0.03 0.31 -0.02
C -1.12 0.11 0.04
S -2.67 -0.30 0.00
H 4.03 -1.55 0.23
H 1.58 1.61 -0.87
H 1.41 1.65 1.08
```

SMILES string: C#CCN=C=S
Frontier orbital gap in eV: 9.68
Charge: 0

---

(two)
Computed, not measured: a single C4H3NS molecule, with ωB97M-V/def2-TZVPD.

The geometry in XYZ format:
```
9
C4H3NS, DFT ωB97M-V/def2-TZVPD
C -1.09 -0.80 0.15
C -0.76 0.45 -0.22
C 0.71 0.85 -0.19
S 1.13 2.31 -0.62
C 1.63 -0.22 0.21
N 2.23 -1.20 0.47
H -0.34 -1.46 0.55
H -2.10 -1.18 0.19
H -1.40 1.26 -0.53
```

SMILES string: C=CC(=S)C#N
Frontier orbital gap in eV: 8.09
Charge: 0

---

What is the stability order? It is (two), (one), from most stable to least stable.

---

(one)
Computed, not measured: a single C2H8NO2P molecule, with ωB97M-V/def2-TZVPD.

The geometry in XYZ format:
```
14
C2H8NO2P, DFT ωB97M-V/def2-TZVPD
C 0.98 -0.41 -1.28
C -0.31 -0.39 -0.57
N -1.50 0.25 -1.05
P 0.38 0.20 1.09
O 1.47 -0.54 1.69
O -0.85 0.40 2.05
H 1.46 0.52 -1.20
H 0.96 -0.81 -2.38
H 1.81 -0.98 -0.79
H -0.71 -1.55 -0.14
H -2.29 0.12 -0.36
H -1.44 1.24 -1.08
H 0.80 1.62 1.03
H -0.74 0.33 2.99
```

SMILES string: C[C@H](N)[P@H](=O)O
Frontier orbital gap in eV: 9.99
Charge: 0

---

(two)
Computed, not measured: 2 unconnected molecules or ions with the total composition C2H8NO2P, with ωB97M-V/def2-TZVPD.

The geometry in XYZ format:
```
14
C2H8NO2P, DFT ωB97M-V/def2-TZVPD
C 1.38 -0.55 -1.79
C -0.24 0.00 2.26
N -0.51 2.13 -1.05
O 1.22 0.20 -0.57
O -0.15 1.09 1.39
P -0.13 0.91 -0.19
H 0.72 -0.14 -2.63
H 1.14 -1.68 -1.61
H 2.45 -0.27 -2.11
H -0.43 -0.85 1.65
H -1.23 0.09 2.68
H 0.48 -0.23 3.03
H -1.28 2.61 -0.64
H -1.69 -0.76 0.02
```

Frontier orbital gap in eV: 9.06
Charge: 0

---

What is the stability order? It is (one), (two), from most stable to least stable.

---

(one)
Computed, not measured: a single CH2N4S molecule, with ωB97M-V/def2-TZVPD.

The geometry in XYZ format:
```
8
CH2N4S, DFT ωB97M-V/def2-TZVPD
C -0.27 0.69 0.75
N 0.52 -0.41 0.73
N 0.52 -1.23 -0.12
N 0.58 -2.20 -0.73
N 0.07 -0.07 -1.67
S -0.47 1.18 -1.23
H -1.30 0.51 0.95
H 0.35 1.53 1.30
```

Frontier orbital gap in eV: 7.30
Charge: 0

---

(two)
Computed, not measured: a single CH2N4S molecule, with ωB97M-V/def2-TZVPD.

The geometry in XYZ format:
```
8
CH2N4S, DFT ωB97M-V/def2-TZVPD
S -2.31 -0.32 -0.08
C -0.60 -0.24 -0.10
N 0.12 -1.36 -0.04
N 1.36 -1.03 -0.05
N 1.36 0.31 -0.08
N 0.15 0.87 -0.12
H -2.38 1.00 0.39
H 2.30 0.77 0.08
```

SMILES string: Sc1nn[nH]n1
Frontier orbital gap in eV: 10.24
Charge: 0

---

What is the stability order? It is (two), (one), from most stable to least stable.